1.
{
  "formula": "C43H38F9N5O8TeTi",
  "method": "ωB97M-V with the def2-TZVPD basis set",
  "orbital_gap_ev": [3.5, 6.3],
  "de_lowest_kj_mol": 220.2,
  "mol_weight_g_mol": 1099.25,
  "total_charge": -2,
  "spin_multiplicity": 3,
  "species": ["Ti", "O", "C", "C", "N", "C", "C", "O", "O", "C", "C", "O", "O", "H", "H", "H", "H", "H", "H", "H", "H", "H", "C", "C", "C", "C", "C", "O", "C", "C", "C", "C", "C", "C", "C", "O", "C", "C", "C", "N", "C", "C", "Te", "C", "C", "C", "C", "C", "C", "C", "C", "C", "C", "C", "C", "H", "H", "H", "H", "H", "H", "H", "H", "H", "H", "H", "H", "H", "H", "H", "H", "H", "H", "H", "H", "H", "H", "H", "H", "N", "C", "C", "N", "C", "C", "N", "H", "H", "H", "H", "H", "F", "C", "F", "F", "C", "O", "C", "F", "F", "F", "C", "F", "F", "F"],
  "positions_angstrom": [[-2.131, 0.204, 1.032], [-0.614, -1.727, 0.083], [-1.123, -2.928, -0.459], [-2.347, -2.641, -1.311], [-3.319, -1.928, -0.514], [-4.255, -1.080, -1.242], [-4.851, -0.064, -0.269], [-6.059, 0.149, -0.254], [-3.969, 0.504, 0.492], [-3.996, -2.762, 0.468], [-3.783, -2.314, 1.918], [-4.313, -2.986, 2.809], [-3.074, -1.264, 2.065], [-0.346, -1.157, -0.666], [-1.386, -3.573, 0.381], [-0.363, -3.438, -1.052], [-2.743, -3.577, -1.730], [-2.045, -2.000, -2.140], [-5.075, -1.640, -1.699], [-3.714, -0.512, -1.999], [-3.673, -3.798, 0.396], [-5.072, -2.749, 0.302], [4.602, 2.398, 1.869], [3.318, 1.702, 1.478], [2.382, 1.346, 2.440], [1.121, 0.790, 2.072], [0.219, 0.181, 2.981], [-0.992, -0.148, 2.683], [0.636, -0.199, 4.361], [1.871, -0.794, 4.642], [2.191, -1.196, 5.933], [1.286, -1.009, 6.975], [0.048, -0.441, 6.701], [-0.278, -0.055, 5.406], [0.754, 0.799, 0.676], [-0.518, 0.758, 0.354], [1.797, 0.868, -0.278], [3.060, 1.397, 0.155], [1.583, 0.487, -1.687], [0.640, -0.308, -2.042], [0.343, -0.539, -3.461], [1.250, -1.515, -4.235], [0.814, -3.601, -4.035], [2.457, -4.186, -2.852], [2.324, -5.345, -2.093], [3.398, -5.834, -1.356], [4.613, -5.164, -1.361], [4.742, -3.997, -2.100], [3.674, -3.514, -2.850], [2.597, 0.988, -2.695], [3.851, 0.378, -2.745], [4.803, 0.778, -3.675], [4.510, 1.800, -4.574], [3.268, 2.418, -4.522], [2.318, 2.016, -3.587], [4.841, 2.218, 2.921], [4.518, 3.482, 1.729], [5.445, 2.055, 1.260], [2.602, 1.503, 3.491], [2.566, -0.960, 3.828], [3.143, -1.682, 6.126], [1.540, -1.312, 7.985], [-0.674, -0.311, 7.502], [-1.250, 0.369, 5.178], [3.844, 1.571, -0.570], [0.368, 0.395, -4.011], [-0.693, -0.875, -3.509], [2.293, -1.390, -3.954], [1.172, -1.321, -5.305], [1.368, -5.861, -2.062], [3.278, -6.736, -0.764], [5.452, -5.545, -0.791], [5.682, -3.455, -2.097], [3.800, -2.604, -3.425], [4.073, -0.414, -2.036], [5.775, 0.298, -3.696], [5.246, 2.113, -5.306], [3.038, 3.226, -5.208], [1.356, 2.519, -3.538], [-4.216, 2.282, 5.272], [-3.245, 2.456, 4.292], [-3.324, 1.739, 3.100], [-2.424, 1.893, 2.143], [-1.471, 2.801, 2.365], [-1.420, 3.505, 3.545], [-2.288, 3.332, 4.535], [-4.658, 1.377, 5.269], [-3.900, 2.579, 6.180], [-4.106, 1.017, 2.917], [-0.741, 2.944, 1.589], [-0.633, 4.230, 3.712], [-3.932, 4.606, -2.088], [-3.840, 3.313, -1.635], [-3.879, 3.379, -0.307], [-4.947, 2.669, -2.056], [-2.545, 2.559, -2.154], [-2.337, 1.376, -1.600], [-1.340, 3.599, -1.948], [-1.470, 4.318, -0.802], [-1.207, 4.517, -2.954], [-0.170, 2.950, -1.864], [-2.744, 2.392, -3.730], [-1.543, 2.197, -4.355], [-3.484, 1.294, -3.981], [-3.350, 3.422, -4.380]],
  "forces_ev_per_a": [[-0.8, -2.6, -1.3], [-0.3, -0.4, 0.2], [0.0, 0.2, 0.2], [0.0, 0.1, 0.2], [-0.4, 0.1, -0.3], [0.2, -0.1, 0.1], [0.1, 0.3, 0.2], [0.3, 0.0, 0.0], [-1.6, 0.2, -0.6], [0.2, 0.2, 0.0], [0.1, 0.3, 0.2], [0.1, 0.2, -0.2], [-0.5, -0.8, 0.8], [0.4, 0.2, -0.2], [0.0, 0.0, 0.1], [0.1, -0.1, -0.1], [0.0, -0.1, -0.1], [0.0, 0.1, -0.1], [-0.1, -0.1, -0.1], [0.1, 0.1, 0.0], [0.0, -0.2, 0.0], [-0.2, 0.0, -0.1], [-0.1, -0.1, 0.0], [0.0, -0.1, 0.1], [-0.2, 0.0, -0.1], [0.0, -0.1, 0.2], [0.0, -0.1, 0.0], [0.7, 0.1, 0.8], [0.0, 0.1, -0.1], [0.0, 0.0, 0.1], [0.0, 0.0, -0.1], [0.1, 0.0, -0.1], [-0.1, 0.0, -0.1], [0.0, 0.0, 0.2], [0.0, 0.0, -0.2], [2.4, 0.8, -0.6], [-0.1, 0.3, 0.0], [-0.2, -0.3, -0.2], [0.2, 0.1, 0.0], [-0.1, -0.2, -0.2], [0.2, -0.1, 0.2], [-0.1, 0.1, 0.3], [0.0, 0.0, 0.1], [0.0, -0.1, 0.0], [0.1, -0.1, 0.1], [-0.1, 0.0, -0.1], [0.0, 0.0, 0.0], [-0.1, 0.1, -0.1], [0.1, 0.0, 0.1], [0.0, 0.0, 0.2], [0.0, -0.1, -0.1], [-0.1, 0.0, 0.0], [0.0, -0.1, 0.1], [0.0, 0.0, 0.0], [-0.1, 0.2, 0.0], [0.0, 0.0, -0.1], [0.0, 0.0, 0.0], [-0.1, 0.0, 0.1], [0.0, 0.0, 0.0], [0.0, 0.0, 0.0], [0.0, 0.1, 0.0], [0.0, 0.0, 0.0], [0.0, 0.0, -0.1], [0.0, -0.1, 0.0], [0.0, 0.1, -0.1], [0.0, 0.3, -0.1], [0.0, 0.0, 0.0], [0.0, 0.0, -0.1], [0.0, 0.0, 0.0], [0.1, 0.0, 0.0], [0.0, 0.1, -0.1], [0.0, 0.0, 0.0], [0.0, 0.0, 0.0], [0.0, -0.1, 0.0], [0.0, 0.0, 0.0], [0.0, 0.0, 0.0], [0.0, 0.0, 0.0], [0.0, 0.0, 0.0], [0.1, -0.1, 0.0], [0.0, 0.0, -0.2], [-0.5, -0.1, 0.3], [-0.4, 0.0, -0.1], [-0.1, 1.1, 1.3], [0.3, 0.3, -0.2], [0.3, 0.2, -0.1], [0.0, 0.1, 0.1], [0.0, 0.0, 0.0], [0.0, 0.0, 0.1], [-0.1, -0.1, 0.0], [0.1, 0.0, -0.1], [0.0, 0.0, -0.1], [-0.1, -0.4, 0.1], [0.1, -0.2, -0.2], [-0.1, -0.1, -0.1], [0.2, 0.3, 0.1], [0.0, -0.5, 0.0], [-0.1, 1.4, -0.5], [0.0, -0.1, 0.1], [0.1, -0.3, -0.4], [-0.1, -0.3, 0.4], [-0.2, 0.2, -0.1], [0.1, -0.3, 0.0], [-0.4, 0.1, 0.2], [0.3, 0.4, -0.1], [0.3, -0.3, 0.1]]
}

2.
{
  "formula": "C43H38InN4O2P2S2Se2",
  "method": "ωB97M-V with the def2-TZVPD basis set",
  "orbital_gap_ev": 7.0,
  "de_lowest_kj_mol": 0.0,
  "mol_weight_g_mol": 1041.62,
  "total_charge": 1,
  "species": ["In", "O", "S", "C", "C", "C", "C", "S", "O", "C", "C", "C", "C", "C", "C", "C", "C", "C", "C", "C", "C", "H", "H", "H", "H", "H", "H", "H", "H", "H", "H", "H", "H", "H", "H", "H", "H", "H", "H", "Se", "P", "C", "C", "C", "C", "C", "C", "C", "C", "C", "C", "C", "C", "C", "C", "N", "N", "N", "P", "Se", "C", "C", "C", "C", "C", "C", "C", "C", "C", "C", "C", "C", "H", "H", "H", "H", "H", "H", "H", "H", "H", "H", "H", "H", "H", "H", "H", "H", "H", "H", "H", "H", "N", "C"],
  "positions_angstrom": [[0.425, 1.201, 0.144], [2.540, 1.905, -0.011], [3.369, 3.107, 0.412], [3.467, 3.051, 2.224], [3.739, 1.650, 2.753], [3.245, 1.372, 4.179], [1.842, 1.821, 4.589], [0.442, 1.249, 3.610], [0.900, 1.642, 2.197], [0.552, -0.511, 3.743], [1.396, -1.245, 2.925], [1.378, -2.627, 3.018], [0.538, -3.251, 3.931], [-0.304, -2.503, 4.743], [-0.314, -1.122, 4.641], [5.032, 2.594, 0.035], [5.274, 1.294, -0.377], [6.583, 0.922, -0.652], [7.615, 1.839, -0.517], [7.350, 3.143, -0.117], [6.048, 3.532, 0.156], [2.514, 3.464, 2.555], [4.249, 3.771, 2.476], [4.814, 1.467, 2.744], [3.297, 0.935, 2.062], [3.915, 1.858, 4.894], [3.335, 0.299, 4.362], [1.727, 2.908, 4.592], [1.623, 1.475, 5.602], [2.027, -0.762, 2.194], [2.006, -3.213, 2.361], [0.523, -4.331, 3.994], [-0.977, -2.996, 5.431], [-1.008, -0.531, 5.226], [4.454, 0.597, -0.490], [6.792, -0.088, -0.978], [8.631, 1.542, -0.736], [8.155, 3.860, -0.029], [5.831, 4.553, 0.446], [-6.715, -0.294, 1.810], [-5.603, 1.189, 0.870], [-5.736, 1.152, -0.944], [-6.570, 1.980, -1.686], [-6.731, 1.766, -3.049], [-6.052, 0.738, -3.682], [-5.205, -0.084, -2.949], [-5.056, 0.115, -1.587], [-5.984, 2.857, 1.475], [-7.227, 3.438, 1.227], [-7.516, 4.700, 1.719], [-6.584, 5.381, 2.495], [-5.376, 4.777, 2.807], [-5.085, 3.517, 2.304], [-3.793, 1.026, 1.067], [-2.698, 1.679, 0.502], [-1.619, 0.938, 0.849], [-2.014, -0.094, 1.578], [-3.311, -0.060, 1.710], [-2.331, 3.262, -0.228], [-0.458, 3.107, -1.365], [-3.602, 3.919, -1.305], [-4.543, 4.829, -0.822], [-5.462, 5.385, -1.698], [-5.440, 5.040, -3.041], [-4.516, 4.118, -3.515], [-3.595, 3.555, -2.652], [-2.036, 4.414, 1.128], [-1.932, 5.776, 0.845], [-1.624, 6.666, 1.859], [-1.405, 6.202, 3.150], [-1.489, 4.845, 3.428], [-1.800, 3.948, 2.416], [-7.096, 2.800, -1.220], [-7.393, 2.410, -3.614], [-6.185, 0.570, -4.743], [-4.676, -0.894, -3.433], [-4.427, -0.558, -1.015], [-7.985, 2.892, 0.680], [-8.480, 5.146, 1.515], [-6.818, 6.365, 2.883], [-4.660, 5.279, 3.447], [-4.156, 3.037, 2.575], [-4.559, 5.109, 0.223], [-6.189, 6.095, -1.325], [-6.152, 5.487, -3.723], [-4.511, 3.840, -4.560], [-2.866, 2.845, -3.024], [-2.093, 6.138, -0.163], [-1.554, 7.724, 1.643], [-1.171, 6.901, 3.942], [-1.327, 4.483, 4.435], [-1.877, 2.890, 2.638], [1.699, -1.694, -0.660], [1.171, -0.702, -0.411]],
  "forces_ev_per_a": [[0.1, -0.1, 0.0], [-0.2, 0.0, 0.0], [0.1, 0.1, 0.0], [0.0, 0.1, 0.0], [0.0, 0.0, 0.0], [0.0, 0.0, 0.1], [0.0, -0.1, 0.0], [0.0, 0.0, -0.1], [0.0, 0.0, 0.1], [0.0, 0.0, 0.0], [0.0, -0.1, 0.0], [0.0, 0.0, 0.0], [0.0, 0.0, 0.0], [0.0, 0.0, 0.0], [0.0, 0.0, 0.0], [0.0, 0.0, 0.0], [0.0, 0.0, 0.0], [0.0, 0.0, 0.0], [0.0, 0.0, 0.0], [0.0, 0.0, 0.0], [0.0, 0.0, 0.0], [0.0, -0.1, 0.0], [0.0, 0.0, 0.0], [0.0, 0.0, 0.0], [0.0, 0.0, 0.0], [0.0, 0.0, 0.0], [0.0, 0.0, 0.0], [0.0, 0.0, 0.0], [0.0, 0.0, 0.0], [0.0, 0.0, 0.0], [0.0, 0.0, 0.0], [0.0, 0.0, 0.0], [0.0, 0.0, 0.0], [0.0, 0.0, 0.0], [0.0, 0.0, 0.0], [0.0, 0.0, 0.0], [0.0, 0.0, 0.0], [0.0, 0.0, 0.0], [0.0, 0.0, 0.0], [0.0, 0.0, 0.0], [0.0, 0.0, 0.0], [0.0, 0.0, 0.0], [0.0, 0.0, 0.0], [0.0, 0.0, 0.0], [0.0, 0.0, 0.0], [0.0, 0.0, 0.0], [0.0, 0.0, 0.0], [0.0, 0.0, 0.0], [0.0, 0.0, 0.0], [0.0, 0.0, 0.0], [0.0, 0.0, 0.0], [0.0, 0.0, 0.0], [0.0, 0.0, 0.0], [0.0, 0.0, -0.1], [0.0, 0.0, 0.0], [-0.1, 0.0, 0.0], [0.0, -0.1, 0.0], [0.0, 0.0, 0.1], [0.0, 0.0, 0.1], [0.0, -0.1, 0.0], [0.0, 0.0, 0.0], [0.0, 0.0, 0.0], [0.0, 0.0, 0.0], [0.0, 0.0, 0.0], [0.0, 0.0, 0.0], [0.0, 0.0, 0.0], [0.0, 0.1, -0.1], [0.0, 0.0, 0.0], [0.0, 0.0, 0.0], [0.0, 0.0, 0.0], [0.0, 0.0, 0.0], [0.0, 0.0, 0.0], [0.0, 0.0, 0.0], [0.0, 0.0, 0.0], [0.0, 0.0, 0.0], [0.0, 0.0, 0.0], [0.0, 0.0, 0.0], [0.0, 0.0, 0.0], [0.0, 0.0, 0.0], [0.0, 0.0, 0.0], [0.0, 0.0, 0.0], [0.0, 0.0, 0.0], [0.0, 0.0, 0.0], [0.0, 0.0, 0.0], [0.0, 0.0, 0.0], [0.0, 0.0, 0.0], [0.0, 0.0, 0.0], [0.0, 0.0, 0.0], [0.0, 0.0, 0.0], [0.0, 0.0, 0.0], [0.0, 0.0, 0.0], [0.0, 0.0, 0.0], [0.0, 0.0, 0.0], [0.0, 0.1, 0.0]]
}

3.
{
  "formula": "C43H38N5OPSTi",
  "method": "ωB97M-V with the def2-TZVPD basis set",
  "orbital_gap_ev": 4.6,
  "de_lowest_kj_mol": 61.5,
  "mol_weight_g_mol": 751.72,
  "total_charge": -2,
  "species": ["Ti", "O", "N", "C", "C", "C", "C", "C", "S", "H", "H", "H", "H", "C", "C", "C", "C", "C", "C", "C", "P", "C", "C", "C", "C", "C", "C", "C", "C", "C", "C", "C", "C", "C", "C", "H", "H", "H", "H", "H", "H", "H", "H", "H", "H", "H", "H", "H", "H", "H", "H", "H", "H", "H", "H", "C", "C", "C", "C", "C", "C", "N", "N", "C", "C", "C", "C", "C", "N", "H", "H", "H", "H", "H", "H", "H", "H", "H", "N", "C", "C", "C", "C", "C", "C", "H", "H", "H", "H", "H"],
  "positions_angstrom": [[-0.087, 1.364, 0.052], [0.186, 0.475, 1.612], [0.076, -0.416, 2.594], [-1.209, -0.741, 2.890], [-1.513, -1.581, 3.909], [-0.457, -2.115, 4.678], [0.820, -1.749, 4.391], [1.172, -0.833, 3.358], [2.729, -0.330, 3.067], [-1.929, -0.296, 2.219], [-2.547, -1.833, 4.094], [-0.660, -2.794, 5.496], [1.648, -2.135, 4.969], [4.947, -2.903, -0.325], [3.859, -3.941, -0.365], [4.215, -5.287, -0.319], [3.266, -6.299, -0.233], [1.923, -5.954, -0.181], [1.552, -4.618, -0.248], [2.490, -3.579, -0.366], [1.843, -1.866, -0.286], [-2.135, -1.051, -0.693], [-2.944, -1.775, 0.192], [-3.279, -3.100, -0.029], [-2.801, -3.746, -1.160], [-1.986, -3.048, -2.035], [-1.635, -1.716, -1.828], [-0.791, -1.031, -2.860], [2.546, -1.067, -1.732], [3.106, -1.773, -2.818], [3.464, -1.161, -4.007], [3.278, 0.206, -4.162], [2.758, 0.930, -3.097], [2.397, 0.348, -1.878], [1.875, 1.277, -0.821], [5.920, -3.360, -0.523], [4.968, -2.438, 0.666], [4.787, -2.100, -1.041], [5.271, -5.543, -0.330], [3.577, -7.338, -0.195], [1.160, -6.721, -0.097], [0.504, -4.356, -0.213], [-3.312, -1.266, 1.075], [-3.898, -3.625, 0.689], [-3.038, -4.787, -1.347], [-1.583, -3.551, -2.908], [-1.420, -0.581, -3.638], [-0.111, -1.740, -3.332], [-0.166, -0.249, -2.441], [3.227, -2.847, -2.730], [3.878, -1.757, -4.815], [3.540, 0.705, -5.089], [2.624, 2.003, -3.202], [2.018, 2.304, -1.162], [2.414, 1.133, 0.127], [1.248, 4.046, 4.856], [1.862, 3.030, 4.133], [1.481, 2.752, 2.831], [0.449, 3.466, 2.216], [-0.148, 4.511, 2.939], [0.249, 4.787, 4.239], [0.029, 3.148, 0.911], [-0.571, 4.261, 0.318], [-0.977, 3.988, -0.882], [-1.666, 4.987, -1.662], [-2.079, 4.700, -2.914], [-1.843, 3.398, -3.455], [-1.232, 2.478, -2.663], [-0.799, 2.722, -1.400], [1.548, 4.260, 5.876], [2.655, 2.436, 4.574], [1.997, 1.973, 2.293], [-0.926, 5.089, 2.463], [-0.240, 5.592, 4.778], [-1.832, 5.948, -1.194], [-2.602, 5.447, -3.501], [-2.163, 3.129, -4.451], [-1.070, 1.471, -3.016], [-1.877, 0.312, -0.417], [-3.032, 1.067, -0.216], [-4.191, 0.874, -0.995], [-5.304, 1.679, -0.844], [-5.316, 2.720, 0.080], [-4.187, 2.922, 0.860], [-3.074, 2.104, 0.731], [-4.192, 0.080, -1.732], [-6.170, 1.503, -1.474], [-6.184, 3.359, 0.183], [-4.159, 3.726, 1.588], [-2.218, 2.285, 1.373]],
  "forces_ev_per_a": [[0.1, 0.3, -0.9], [0.9, -0.6, 0.6], [-0.3, 0.0, 0.8], [0.2, -0.1, -0.2], [-0.3, -0.2, 0.1], [0.0, 0.2, -0.2], [0.0, -0.3, 0.3], [-0.1, 0.4, -0.8], [0.0, -0.2, 0.1], [0.1, 0.1, 0.1], [0.0, 0.0, 0.0], [0.0, 0.0, 0.0], [0.0, 0.0, 0.0], [0.0, 0.0, 0.0], [0.0, -0.1, 0.0], [0.0, 0.1, 0.0], [0.0, -0.1, 0.0], [0.0, 0.0, 0.0], [0.2, -0.1, 0.0], [-0.1, 0.1, 0.0], [0.0, 0.2, 0.3], [0.2, -0.1, -0.1], [0.0, 0.0, 0.0], [0.0, 0.0, 0.1], [0.1, 0.0, 0.0], [0.1, 0.0, 0.1], [-0.1, 0.1, 0.1], [0.1, 0.0, 0.0], [-0.2, 0.0, 0.0], [0.0, 0.1, -0.1], [0.0, 0.0, 0.1], [0.0, 0.1, -0.1], [-0.1, 0.0, 0.1], [0.0, 0.2, -0.3], [-0.2, -0.5, 0.1], [0.0, 0.0, 0.0], [0.0, 0.0, 0.0], [0.0, 0.0, 0.0], [0.0, 0.0, 0.0], [0.0, 0.0, 0.0], [0.0, 0.0, 0.0], [-0.1, 0.1, -0.1], [-0.1, 0.0, -0.1], [0.0, 0.0, 0.0], [0.0, 0.0, 0.0], [0.0, 0.0, 0.0], [0.0, 0.0, 0.0], [0.0, 0.0, 0.0], [0.1, 0.0, 0.1], [0.0, 0.0, 0.0], [0.0, 0.0, 0.0], [0.0, 0.0, 0.0], [0.0, 0.0, 0.0], [0.0, 0.1, 0.1], [0.0, -0.1, 0.0], [0.0, 0.0, 0.0], [0.0, 0.0, 0.0], [0.0, 0.2, -0.1], [0.0, 0.0, 0.1], [0.0, -0.1, 0.1], [-0.1, 0.0, 0.0], [-0.2, 0.1, 0.0], [0.1, -0.1, 0.0], [-0.2, 0.1, -0.1], [0.1, 0.0, -0.1], [0.0, 0.0, 0.0], [0.0, 0.0, 0.0], [0.0, 0.0, 0.0], [-0.1, 0.1, 0.1], [0.0, 0.0, 0.0], [0.0, 0.0, 0.0], [0.0, 0.0, 0.0], [0.0, 0.0, 0.0], [0.0, 0.0, 0.0], [0.0, 0.0, 0.0], [0.0, 0.0, 0.0], [0.0, 0.0, 0.0], [0.0, 0.0, 0.0], [0.2, 0.2, 0.2], [-0.1, 0.2, -0.1], [0.0, 0.0, 0.0], [0.0, 0.0, 0.0], [0.0, 0.0, 0.0], [0.0, 0.0, 0.0], [-0.1, 0.0, 0.0], [0.0, 0.0, 0.0], [0.0, 0.0, 0.0], [0.0, 0.0, 0.0], [0.0, 0.0, 0.0], [0.0, 0.0, 0.0]]
}